Arrangement one

24
Properties=species:S:1:pos:R:3:nbo_charge:R:1 method="wB97M-V/def2-TZVPD" e_homo_ev=-12.46 charge=+1 multiplicity=1
N 1.41863 -1.72469 -1.18181 -0.707
C 0.22308 -1.22906 -1.92697 -0.240
C -0.94185 -1.26450 -0.91046 -0.241
N -0.43197 -0.85357 0.40710 -0.670
C -0.62074 0.57636 0.78276 -0.055
C -0.99542 0.63528 2.25940 -0.623
C 0.64370 1.39095 0.48140 -0.214
N 0.31160 2.76285 0.16460 -0.849
H 1.24392 -1.34613 -0.21293 0.467
H 2.29762 -1.35510 -1.51682 0.441
H 1.39871 -2.74119 -1.17080 0.436
H 0.01079 -1.86793 -2.77348 0.235
H 0.39928 -0.23426 -2.28465 0.226
H -1.32593 -2.26964 -0.86625 0.215
H -1.70292 -0.57936 -1.25463 0.223
H -0.77153 -1.51112 1.09515 0.397
H -1.45038 0.93682 0.17501 0.193
H -0.84827 1.63849 2.65256 0.239
H -2.05341 0.41783 2.40341 0.225
H -0.42906 -0.10348 2.82542 0.209
H 1.29435 1.35896 1.35660 0.207
H 1.17873 0.91416 -0.34462 0.135
H 0.88214 3.44508 0.64826 0.382
H 0.26894 3.00327 -0.80826 0.371

***

Arrangement two

24
Properties=species:S:1:pos:R:3:nbo_charge:R:1 method="wB97M-V/def2-TZVPD" e_homo_ev=-13.64 charge=+1 multiplicity=1
C 2.51352 1.57607 0.07496 -0.434
C 0.72619 0.95958 -1.68425 0.700
N 2.10845 0.85648 -1.14301 -0.571
N -0.21625 1.82240 -1.17904 -0.771
N 0.26214 0.08670 -2.60051 -0.749
H 2.68700 0.14299 -1.44082 0.416
H 0.12634 2.73802 -0.84089 0.439
H -1.09929 1.78002 -1.63779 0.415
H 0.83033 -0.54780 -3.04242 0.430
H -0.80272 0.05076 -2.55571 0.430
H 3.59670 1.37286 0.02135 0.242
H 2.16554 0.89350 1.01448 0.222
H 2.22533 2.64586 0.16433 0.229
C -1.49193 -0.68038 1.45100 -0.373
C -2.20328 -1.75891 0.51471 -0.611
C -0.23079 -1.32101 2.15783 -0.630
H -2.27785 -0.49893 2.26899 0.198
H -1.39900 0.16642 0.95290 0.170
H -2.12300 -2.79391 0.71070 0.219
H -3.30381 -1.42232 0.56077 0.213
H -0.73367 -1.92327 2.91324 0.236
H 0.39348 -0.45334 2.30971 0.209
H -1.89925 -1.58940 -0.48836 0.170
H 0.14581 -2.10239 1.49784 0.200

***

Most stable structure, least stable structure: arrangement one, arrangement two.

***

Arrangement one

9
Properties=species:S:1:pos:R:3:nbo_charge:R:1 method="wB97M-V/def2-TZVPD" e_homo_ev=-8.69 multiplicity=1
C 0.14949 -0.01481 0.21841 0.558
H -1.10265 -1.78336 0.16147 0.409
H -0.92421 -0.79196 -1.44316 0.405
H -0.26217 1.69650 -1.15787 0.392
H 0.98287 1.80697 0.10444 0.405
H 0.80271 -1.12958 1.56047 0.327
N -0.56993 -0.92968 -0.47266 -0.865
N 0.09809 1.29999 -0.25512 -0.860
N 0.82582 -0.15406 1.28402 -0.771

***

Arrangement two

9
Properties=species:S:1:pos:R:3:nbo_charge:R:1 method="wB97M-V/def2-TZVPD" e_homo_ev=-8.56 multiplicity=1
N 0.58763 -0.85344 -0.82073 -0.810
C -0.24488 -0.09455 0.02145 0.607
N 0.34660 1.05320 0.52855 -0.841
N -1.23251 -0.68393 0.58612 -0.844
H -0.04656 -1.38441 -1.40884 0.388
H 1.19258 -0.31306 -1.42909 0.365
H 0.18200 1.16736 1.50337 0.393
H 1.30798 1.27718 0.32459 0.377
H -2.09285 -0.16834 0.69460 0.366

***

Most stable structure, least stable structure: arrangement two, arrangement one.

***

Arrangement one

9
Properties=species:S:1:pos:R:3:nbo_charge:R:1 method="wB97M-V/def2-TZVPD" e_homo_ev=-8.84 multiplicity=1
C 1.65334 -0.24558 0.24184 -0.468
N -1.83102 0.21530 0.21862 -1.070
N 0.34020 -0.86589 -1.61329 -0.033
N 1.01120 -0.49900 -0.78472 0.057
H 2.51720 -0.74005 0.42782 0.223
H 1.27112 0.64720 0.84365 0.223
H -2.46536 0.94319 0.47487 0.361
H -1.52864 0.46005 -0.65156 0.347
H -0.96804 0.08479 0.84277 0.361

***

Arrangement two

9
Properties=species:S:1:pos:R:3:nbo_charge:R:1 method="wB97M-V/def2-TZVPD" e_homo_ev=-9.11 multiplicity=1
C -0.78156 -0.83508 -0.80846 -0.449
N 1.32154 1.29800 1.11708 -0.575
N 0.46832 0.73971 0.24511 -0.098
N 0.37273 -0.48432 0.00723 -0.267
H 1.86872 0.56008 1.59011 0.324
H -0.02932 1.56968 0.90658 0.464
H -0.43339 -1.31819 -1.72424 0.207
H -1.39671 0.03308 -1.06705 0.189
H -1.39033 -1.56297 -0.26637 0.206

***

Most stable structure, least stable structure: arrangement one, arrangement two.